<i>
Computed, not measured: C4H12N2O in the gas phase, with ωB97M-V/def2-TZVPD.

Its lowest unoccupied orbital energy is 0.99 eV. As for the SMILES: NC[C@@H](N)CCO. The value obtained for the HOMO energy is -9.24 eV.

Cartesian coordinates (Å):
N -0.173 -1.488 -0.450
C -0.304 -0.034 -0.173
C 0.831 0.511 0.665
C 0.731 0.236 2.162
O 1.288 -0.989 2.587
C -0.448 0.685 -1.522
N -1.619 0.209 -2.248
H 0.027 -1.661 -1.432
H 0.683 -1.773 0.014
H 0.942 -1.710 2.050
H -1.269 0.147 0.320
H 1.776 0.154 0.233
H 0.935 1.593 0.516
H -0.325 0.357 2.434
H 1.318 1.004 2.652
H -0.447 1.771 -1.436
H 0.465 0.456 -2.080
H -2.206 0.961 -2.572
H -2.204 -0.429 -1.720


<ii>
Computed, not measured: C4H12N2O in the gas phase, with ωB97M-V/def2-TZVPD.

Its lowest unoccupied orbital energy is 0.93 eV. As for the SMILES: C[C@H](O)CCNN. The value obtained for the HOMO energy is -7.69 eV.

Cartesian coordinates (Å):
C -1.443 0.687 -0.293
C 0.999 0.730 -0.213
C 0.024 -0.300 -0.544
C -2.031 0.304 1.057
N 2.061 -0.286 0.602
N 2.976 -1.199 0.012
O -2.320 0.433 -1.365
H -2.587 -0.493 -1.335
H 1.781 -0.599 1.529
H -1.296 1.769 -0.327
H 3.640 -0.676 -0.553
H 2.496 -1.846 -0.614
H 0.799 1.525 0.500
H 1.551 1.099 -1.076
H 0.000 -0.544 -1.603
H -0.101 -1.211 0.037
H -3.015 0.761 1.186
H -2.161 -0.777 1.134
H -1.373 0.622 1.864


<iii>
Computed, not measured: a molecular structure, C4H12N2O, with ωB97M-V/def2-TZVPD.

Its lowest unoccupied orbital energy is 0.74 eV. The value obtained for the HOMO energy is -6.84 eV.

Cartesian coordinates (Å):
C -0.204 1.190 0.114
C -0.459 -0.082 0.701
C 0.672 -1.468 -1.590
C 0.497 -0.579 1.770
N 0.981 1.299 -0.530
N -1.176 2.131 -0.021
O -1.823 -0.221 1.093
H -2.094 -1.138 0.981
H -0.018 -0.848 -0.425
H 1.088 2.099 -1.139
H 1.205 0.356 -0.983
H -1.208 2.709 -0.846
H -2.064 1.889 0.395
H 0.509 -2.510 -1.308
H 0.141 -1.284 -2.526
H 1.744 -1.394 -1.787
H 1.526 -0.329 1.514
H 0.429 -1.666 1.841
H 0.253 -0.153 2.747


<iv>
Computed, not measured: 2 unconnected molecules or ions with the total composition C4H12N2O, with ωB97M-V/def2-TZVPD.

Its lowest unoccupied orbital energy is 0.52 eV. As for the SMILES: N/C=C/CCN.O. The value obtained for the HOMO energy is -8.07 eV.

Cartesian coordinates (Å):
C -1.466 1.295 -1.669
C -1.019 2.021 -0.291
C -0.611 0.796 0.579
C 0.457 -0.063 0.335
N 0.634 -1.459 0.472
N -2.557 0.348 -1.677
H -0.533 0.946 -2.170
H -1.758 2.196 -2.186
H -0.322 2.819 -0.350
H -1.940 2.299 0.236
H -1.311 0.266 1.246
H 0.983 0.371 -0.578
H 1.566 -1.696 0.404
H 0.211 -2.004 1.274
H -2.495 -0.258 -0.854
H -3.402 0.924 -1.305
H 3.845 -2.568 2.184
H 4.947 -3.556 2.002
O 4.770 -2.677 2.346


Preferred: <i>; penalty for the next structure: 1.745 eV.


<i>
Computed, not measured: C4H12N2O in the gas phase, with ωB97M-V/def2-TZVPD.

Its lowest unoccupied orbital energy is 0.91 eV. As for the SMILES: C[C@@H](O)CNCN. The value obtained for the HOMO energy is -8.31 eV.

Cartesian coordinates (Å):
C -0.813 -0.181 -0.679
C 0.562 -0.826 -0.678
C 0.636 -1.996 -1.625
O 1.485 0.192 -1.055
N -1.227 0.539 0.535
C -0.285 1.471 1.121
N -0.819 1.899 2.382
H -0.859 0.548 -1.493
H -1.594 -0.934 -0.829
H 0.811 -1.151 0.341
H 0.588 -1.671 -2.667
H -0.133 -2.743 -1.464
H 1.566 -2.570 -1.563
H 2.377 -0.166 -1.031
H -1.608 -0.019 1.287
H 0.708 1.027 1.270
H -0.192 2.306 0.430
H -0.430 1.387 3.157
H -0.773 2.887 2.560


<ii>
Computed, not measured: a molecular structure, C4H12N2O, with ωB97M-V/def2-TZVPD.

Its lowest unoccupied orbital energy is -0.14 eV. The value obtained for the HOMO energy is -7.47 eV.

Cartesian coordinates (Å):
C 1.698 -1.000 0.595
C -1.086 -0.017 0.462
C -1.879 -1.282 0.181
N 2.306 0.122 0.665
H 2.847 0.313 1.500
H 1.555 1.120 0.108
H 1.834 -1.796 1.325
H 1.195 -1.246 -0.327
H -1.730 0.809 0.762
H -0.413 -0.146 1.312
H -2.607 -1.086 -0.603
H -1.226 -2.087 -0.168
H -2.410 -1.632 1.071
N 0.710 1.720 -0.681
C -0.605 0.629 -1.099
O -1.509 1.186 -1.712
H 0.266 2.510 -0.224
H 1.071 2.055 -1.568
H -0.017 -0.172 -1.600


<iii>
Computed, not measured: 2 unconnected molecules or ions with the total composition C4H12N2O, with ωB97M-V/def2-TZVPD.

Its lowest unoccupied orbital energy is 0.65 eV. As for the SMILES: NCC[C@@H]1CN1.O. The value obtained for the HOMO energy is -9.11 eV.

Cartesian coordinates (Å):
C -0.455 1.081 -0.350
C 1.058 1.004 -0.037
C 1.633 -0.364 -0.274
C 2.540 -0.980 0.682
H -0.786 0.019 1.341
H -2.174 0.430 0.483
H -0.659 0.486 -1.240
H -0.589 2.147 -0.621
H 1.636 1.755 -0.591
H 1.161 1.274 1.054
H 0.975 -1.083 -0.825
H 2.791 -0.360 1.540
H 2.522 -2.085 0.822
H 2.983 -1.119 -1.298
H -4.306 -1.489 0.026
H -5.408 -0.476 0.489
N -1.256 0.682 0.802
N 3.008 -0.392 -0.605
O -4.883 -0.747 -0.335


Preferred: <i>; penalty for the next structure: 1.274 eV.


<i>
Computed, not measured: C4H12N2O in the gas phase, with ωB97M-V/def2-TZVPD.

Its lowest unoccupied orbital energy is 0.96 eV. As for the SMILES: C[C@H](O)[C@H](N)CN. The value obtained for the HOMO energy is -9.16 eV.

Cartesian coordinates (Å):
N 0.347 -0.368 -1.859
C 0.187 -0.462 -0.408
C 1.306 0.341 0.274
C 1.233 0.309 1.782
O 1.286 1.714 -0.102
C -1.219 -0.054 0.043
N -2.215 -0.900 -0.603
H -0.358 -0.985 -2.250
H 0.011 0.552 -2.130
H 0.340 -1.489 -0.098
H 2.238 -0.093 -0.088
H 0.424 0.964 2.108
H 2.135 0.725 2.232
H 1.060 -0.687 2.183
H 1.429 1.738 -1.067
H -1.281 -0.098 1.132
H -1.402 0.986 -0.208
H -2.429 -1.711 -0.044
H -3.092 -0.481 -0.896


<ii>
Computed, not measured: C4H12N2O in the gas phase, with ωB97M-V/def2-TZVPD.

Its lowest unoccupied orbital energy is 0.98 eV. As for the SMILES: C[C@@H](CO)NCN. The value obtained for the HOMO energy is -8.14 eV.

Cartesian coordinates (Å):
C 0.019 1.548 0.896
C -0.497 0.533 -0.184
C -0.519 1.262 -1.551
O -1.569 2.224 -1.568
N 0.349 -0.615 -0.268
C 0.270 -1.761 0.660
N 1.201 -2.810 0.448
H 0.003 1.052 1.954
H 1.126 1.626 0.724
H -0.565 2.506 0.933
H -1.569 0.297 -0.033
H -0.481 0.466 -2.329
H 0.438 1.792 -1.718
H -2.382 1.792 -1.289
H 1.262 -0.349 -0.607
H 0.453 -1.135 1.607
H -0.727 -2.250 0.586
H 1.069 -3.654 0.985
H 2.120 -2.524 0.754


<iii>
Computed, not measured: 2 unconnected molecules or ions with the total composition C4H12N2O, with ωB97M-V/def2-TZVPD.

Its lowest unoccupied orbital energy is 0.84 eV. As for the SMILES: CC(N)=O.CCN. The value obtained for the HOMO energy is -9.27 eV.

Cartesian coordinates (Å):
C 1.771 -0.269 -0.554
C 0.720 -1.287 -1.002
N 2.406 -0.580 0.717
H 2.927 -1.447 0.640
H 1.692 -0.729 1.423
H 2.559 -0.190 -1.308
H 1.306 0.715 -0.449
H 0.289 -0.998 -1.958
H -0.080 -1.360 -0.268
H 1.172 -2.272 -1.115
C -2.381 0.892 -0.383
C -1.635 0.471 0.865
N -0.631 1.313 1.208
O -1.882 -0.530 1.499
H -0.463 2.169 0.713
H -0.087 1.122 2.032
H -1.694 0.932 -1.220
H -2.822 1.873 -0.242
H -3.167 0.176 -0.597


Preferred: <iii>; penalty for the next structure: 0.607 eV.


<i>
Computed, not measured: 3 unconnected molecules or ions with the total composition C4H12N2O, with ωB97M-V/def2-TZVPD.

Its lowest unoccupied orbital energy is -4.29 eV. The value obtained for the HOMO energy is -8.20 eV.

Cartesian coordinates (Å):
C 0.992 -0.874 0.352
C -0.187 -0.828 -0.624
C -1.395 -0.346 0.120
C -2.134 0.701 -0.468
N -1.717 -0.806 1.289
N 2.251 -0.792 -0.380
H 0.924 0.035 0.952
H 1.007 -1.787 0.953
H -0.402 -1.813 -1.056
H 0.076 -0.078 -1.359
H -2.940 1.192 0.060
H -2.040 0.944 -1.523
H -2.457 -0.226 1.697
H 0.133 2.726 2.645
H 2.093 -1.205 -1.303
H -0.197 3.154 3.168
H 2.348 0.228 -0.536
H 0.911 2.456 -0.514
O 1.566 1.776 -0.760


<ii>
Computed, not measured: C4H12N2O in the gas phase, with ωB97M-V/def2-TZVPD.

Its lowest unoccupied orbital energy is 1.04 eV. As for the SMILES: NCNCCCO. The value obtained for the HOMO energy is -8.51 eV.

Cartesian coordinates (Å):
C -0.403 -0.057 -0.900
C -0.836 1.203 -0.063
C -1.612 0.926 1.179
O -3.001 0.588 0.929
N 1.032 -0.031 -1.116
C 1.866 -0.560 -0.079
N 1.776 -1.996 0.087
H -0.879 -0.089 -1.867
H -0.578 -0.914 -0.220
H 0.088 1.670 0.302
H -1.233 1.943 -0.765
H -1.183 0.120 1.769
H -1.756 1.819 1.801
H -3.329 0.875 0.049
H 1.365 -0.075 -2.058
H 1.657 -0.110 0.892
H 2.912 -0.335 -0.345
H 1.830 -2.439 0.994
H 2.282 -2.537 -0.588


Preferred: <ii>; penalty for the next structure: 6.493 eV.


<i>
Computed, not measured: a gas-phase ion, C2H6NS (charge -1), with ωB97M-V/def2-TZVPD.

Its lowest unoccupied orbital energy is 4.40 eV. As for the SMILES: NCC[S-]. As for the net charge: -1. The value obtained for the HOMO energy is -2.32 eV.

Cartesian coordinates (Å):
C 0.630 0.042 -0.385
C -0.071 -0.652 0.808
S -0.729 0.465 2.060
N -0.283 0.889 -1.167
H 1.423 0.660 0.035
H 1.024 -0.712 -1.071
H -0.880 -1.263 0.373
H 0.648 -1.376 1.201
H -1.125 0.338 -1.317
H -0.637 1.609 -0.538


<ii>
Computed, not measured: 2 unconnected molecules or ions with the total composition C2H6NS, with ωB97M-V/def2-TZVPD.

Its lowest unoccupied orbital energy is 4.05 eV. As for the net charge: -1. The value obtained for the HOMO energy is -2.58 eV.

Cartesian coordinates (Å):
S -2.662 -1.230 1.648
H -1.983 -1.770 2.700
C 1.111 1.223 -0.216
C -0.020 -0.690 -0.896
N 1.150 -0.242 -0.634
H 0.260 1.284 0.464
H 0.871 1.818 -1.118
H 2.075 1.384 0.264
H -0.128 -1.759 -0.744
H -0.674 -0.018 -1.469


<iii>
Computed, not measured: 2 unconnected molecules or ions with the total composition C2H6NS, with ωB97M-V/def2-TZVPD.

Its lowest unoccupied orbital energy is 4.17 eV. As for the net charge: -1. The value obtained for the HOMO energy is -2.63 eV.

Cartesian coordinates (Å):
S -0.040 1.906 -1.196
H -0.910 1.182 -0.467
C 0.122 -2.099 -0.063
C 0.182 -0.420 1.505
N -0.179 -1.601 1.275
H -0.693 -1.959 -0.769
H 0.938 -1.522 -0.518
H 0.400 -3.150 0.001
H 0.042 -0.018 2.510
H 0.772 0.188 0.815


Preferred: <i>; penalty for the next structure: 0.727 eV.


<i>
Computed, not measured: 2 unconnected molecules or ions with the total composition C15H18O2, with ωB97M-V/def2-TZVPD.

Its lowest unoccupied orbital energy is 0.73 eV. As for the SMILES: CCc1ccc(O)cc1.Cc1ccc(O)cc1. The value obtained for the HOMO energy is -8.23 eV.

Cartesian coordinates (Å):
C 1.270 1.831 -3.823
C 2.425 2.024 -1.532
C 1.258 1.997 -2.325
C 2.380 1.932 -0.164
C 0.042 1.968 -1.626
C 1.178 1.569 0.416
C -0.019 1.621 -0.262
O 1.202 1.196 1.748
H 3.283 2.238 -2.171
H 3.287 1.978 0.424
H 1.394 2.791 -4.316
H 0.379 1.382 -4.248
H -0.879 2.171 -2.165
H -0.969 1.431 0.208
H 0.493 1.563 2.239
H 2.151 1.215 -4.000
C -2.802 -0.938 2.381
C -3.329 0.513 2.231
C -1.751 -1.306 1.394
C -1.947 -1.558 0.058
C -0.412 -1.407 1.850
C -0.916 -2.094 -0.732
C 0.618 -1.998 1.166
C 0.304 -2.404 -0.163
O 1.280 -3.131 -0.776
H -2.445 -0.986 3.420
H -3.583 -1.699 2.419
H -4.188 0.683 1.578
H -2.803 -1.278 -0.552
H -0.336 -1.123 2.894
H -1.158 -2.243 -1.779
H 1.667 -2.001 1.419
H 1.197 -3.075 -1.718
H -2.554 1.158 1.810
H -3.537 0.878 3.236


<ii>
Computed, not measured: 2 unconnected molecules or ions with the total composition C15H18O2, with ωB97M-V/def2-TZVPD.

Its lowest unoccupied orbital energy is 0.75 eV. As for the SMILES: CCc1ccc(O)cc1.Cc1ccc(O)cc1. The value obtained for the HOMO energy is -8.14 eV.

Cartesian coordinates (Å):
C 0.763 -0.421 -3.111
C 0.941 0.286 -4.386
C -0.342 0.215 -2.246
C -1.460 -0.576 -1.916
C -0.025 1.487 -1.696
C -2.163 0.030 -0.888
C -0.809 1.972 -0.632
C -1.829 1.200 -0.288
O -2.622 1.560 0.707
H 0.372 -1.478 -3.287
H 1.682 -0.237 -2.531
H 0.128 0.063 -5.073
H -1.799 -1.507 -2.524
H 0.866 2.098 -1.749
H -2.969 -0.588 -0.484
H -0.615 3.083 -0.203
H -3.431 1.945 0.452
H 1.856 -0.078 -4.825
H 0.823 1.437 -4.247
C 2.635 1.434 1.009
C 1.343 -0.778 0.565
C 1.868 0.171 1.513
C 0.281 -1.513 0.992
C 1.502 0.088 2.874
C 0.033 -1.716 2.325
C 0.540 -0.812 3.327
O -0.782 -2.835 2.690
H 1.879 -0.929 -0.392
H -0.251 -2.111 0.191
H 3.713 1.340 0.836
H 2.477 2.228 1.790
H 1.915 0.690 3.718
H 0.351 -1.175 4.340
H -1.435 -2.892 1.943
H 1.993 1.910 0.216


Preferred: <i>; penalty for the next structure: 2.166 eV.